Record 1
A structure of composition C37H45GeNOV, computed with ωB97M-V with the def2-TZVPD basis set.

```
86
Properties=species:S:1:pos:R:3:forces:R:3:mulliken_charge:R:1
V -0.278 0.055 0.334 0.0 0.0 -0.2 -0.50
C 0.364 0.559 2.421 -0.1 0.0 -0.1 -0.76
C 1.470 -0.129 1.832 -0.2 0.1 0.0 1.13
C 1.870 0.671 0.693 0.0 -0.1 0.0 0.63
C 1.016 1.820 0.693 -0.1 0.0 -0.1 -0.96
C 0.114 1.786 1.762 -0.1 0.1 0.0 0.58
C -0.806 2.906 2.208 0.1 0.0 0.0 1.54
C -2.134 2.378 2.744 0.0 0.0 0.0 -1.57
C -1.083 3.897 1.077 0.0 0.0 0.0 -1.61
C -0.054 3.631 3.339 0.0 0.0 0.0 -1.73
C 3.068 0.694 -0.271 0.0 0.0 0.1 1.47
C 2.616 1.104 -1.681 0.0 0.0 0.0 -1.66
C 3.890 -0.587 -0.428 0.0 0.0 0.0 -1.84
C 4.009 1.781 0.286 0.0 0.0 0.0 -1.65
C 2.114 -1.314 2.570 0.0 0.0 0.0 1.67
C 2.371 -2.578 1.745 0.0 0.0 0.0 -1.58
C 3.425 -0.789 3.181 0.0 0.0 0.0 -1.62
C 1.222 -1.755 3.742 0.0 0.0 0.0 -2.04
H -0.200 0.200 3.266 0.0 0.0 0.0 0.74
H 1.034 2.585 -0.064 0.0 0.0 0.0 0.35
H -2.700 1.875 1.958 0.0 0.0 0.0 0.19
H -2.736 3.213 3.105 0.0 0.0 0.0 0.58
H -1.996 1.691 3.582 0.0 0.0 0.0 0.25
H -1.661 3.442 0.273 0.0 0.0 0.0 0.17
H -0.164 4.306 0.656 0.0 0.0 0.0 0.36
H -1.658 4.736 1.470 0.0 0.0 0.0 0.46
H 0.165 2.954 4.166 0.0 0.0 0.0 0.33
H -0.664 4.451 3.721 0.0 0.0 0.0 0.48
H 0.889 4.046 2.979 0.0 0.0 0.0 0.35
H 1.920 0.377 -2.105 0.0 0.0 0.0 0.23
H 3.490 1.155 -2.332 0.0 0.0 0.0 0.51
H 2.139 2.083 -1.711 0.0 0.0 0.0 0.33
H 3.344 -1.385 -0.930 0.0 0.0 0.0 0.20
H 4.287 -0.963 0.511 0.0 0.0 0.0 0.28
H 4.744 -0.353 -1.064 0.0 0.0 0.0 0.64
H 4.881 1.882 -0.362 0.0 0.0 0.0 0.49
H 4.359 1.528 1.288 0.0 0.0 0.0 0.32
H 3.514 2.751 0.337 0.0 0.0 0.0 0.31
H 3.004 -2.419 0.878 -0.1 0.0 0.1 0.02
H 1.434 -3.031 1.414 0.0 0.0 0.0 0.27
H 2.877 -3.306 2.382 0.0 0.0 0.0 0.68
H 4.151 -0.497 2.427 0.0 0.0 0.0 0.25
H 3.877 -1.566 3.800 0.0 0.0 0.0 0.50
H 3.233 0.079 3.815 0.0 0.0 0.0 0.33
H 0.237 -2.089 3.406 0.0 0.0 0.0 0.36
H 1.096 -0.969 4.487 0.0 0.0 0.0 0.34
H 1.695 -2.601 4.241 0.0 0.0 0.0 0.50
O -2.910 2.113 -2.273 0.0 0.0 0.0 -0.57
C -2.101 1.560 -1.637 0.1 0.2 0.0 0.86
N -1.268 0.986 -0.991 0.1 -0.2 0.3 -0.87
C 0.542 -1.276 -0.451 0.1 0.1 -0.1 0.16
Ge -0.930 -2.301 -1.341 0.0 0.2 0.0 1.94
C -0.441 -4.143 -1.004 0.0 -0.1 0.1 -0.05
C 0.869 -4.591 -1.161 0.0 0.0 0.0 0.01
C 1.187 -5.926 -0.951 0.0 0.0 0.0 -0.85
C 0.197 -6.823 -0.577 0.0 0.0 0.0 -0.58
C -1.111 -6.387 -0.416 0.0 0.0 0.0 -0.67
C -1.428 -5.053 -0.628 0.0 0.0 0.0 -0.32
C -2.411 -1.725 -0.194 0.0 0.0 0.0 -0.09
C -2.080 -1.323 1.109 0.0 -0.1 0.2 -0.55
C -3.034 -0.801 1.980 0.0 0.0 0.0 -0.47
C -4.339 -0.649 1.544 0.0 0.0 0.0 -0.69
C -4.681 -1.040 0.255 0.0 0.0 0.0 -0.68
C -3.730 -1.573 -0.607 0.0 0.0 0.0 -0.51
C -1.147 -1.904 -3.215 0.0 0.0 -0.1 0.41
C -0.364 -2.619 -4.123 0.0 -0.1 0.0 -0.33
C -0.445 -2.357 -5.482 0.0 0.0 0.0 -0.73
C -1.312 -1.379 -5.948 0.0 0.0 0.0 -0.56
C -2.100 -0.666 -5.056 0.0 0.0 0.0 -0.85
C -2.017 -0.926 -3.696 0.0 0.0 0.0 0.09
H 1.517 -1.739 -0.481 0.0 -0.1 0.0 0.21
H 1.657 -3.907 -1.459 0.0 0.0 0.0 0.33
H 2.207 -6.265 -1.079 0.0 0.0 0.0 0.43
H 0.445 -7.863 -0.411 0.0 0.0 0.0 0.40
H -1.884 -7.087 -0.127 0.0 0.0 0.0 0.42
H -2.453 -4.726 -0.495 0.0 0.0 0.0 0.37
H -1.090 -1.589 1.523 0.0 0.0 0.0 0.74
H -2.760 -0.534 2.992 0.0 0.0 0.0 0.61
H -5.090 -0.240 2.206 0.0 0.0 0.0 0.47
H -5.704 -0.932 -0.082 0.0 0.0 0.0 0.48
H -4.027 -1.874 -1.604 0.0 0.0 0.0 0.47
H 0.303 -3.399 -3.772 0.0 0.0 0.0 0.35
H 0.164 -2.919 -6.178 0.0 0.0 0.0 0.43
H -1.377 -1.175 -7.009 0.0 0.0 0.0 0.40
H -2.778 0.096 -5.416 0.0 0.0 0.0 0.47
H -2.638 -0.355 -3.018 0.0 -0.1 0.0 0.06
```
Positions in Å, forces in eV/Å.

## Properties
Total charge: +1
E_LUMO (eV): -3.90

Record 2
An isolated molecule of C8H16O2Si in a non-equilibrium geometry, computed with ωB97M-V with the def2-TZVPD basis set.

```
27
Properties=species:S:1:pos:R:3:forces:R:3:mulliken_charge:R:1
C 2.573 3.010 -0.598 -0.5 1.1 3.3 -0.58
C 1.387 2.952 0.029 -0.5 0.1 -2.0 -0.35
C -0.974 -2.060 1.847 2.4 0.1 -1.4 -0.88
C -0.148 -2.869 0.744 -2.2 0.3 2.6 -0.69
C -1.282 -0.610 1.296 -1.1 -0.7 0.4 -0.69
C 0.986 -2.048 0.303 0.3 -0.7 -3.5 -0.51
C -0.083 0.002 0.629 1.6 2.0 0.6 -0.16
C -0.649 1.716 -2.470 0.0 -0.6 0.5 -0.38
O 0.539 -0.850 -0.322 -0.5 0.5 0.3 -0.34
O -1.999 2.123 -2.826 1.6 0.1 -0.7 -0.53
Si -0.185 2.033 -0.503 -0.7 -2.0 0.0 0.47
H 3.212 3.596 0.073 0.7 0.1 -1.1 0.21
H 3.024 2.541 -1.406 0.2 -1.1 -1.4 0.35
H 1.368 3.756 0.747 -0.7 -0.4 0.8 0.28
H -1.747 -2.701 2.183 -1.5 -0.1 0.0 0.44
H -0.309 -2.065 2.718 0.0 0.8 0.0 0.30
H 0.042 -3.870 1.093 1.1 -0.3 0.8 0.42
H -0.897 -3.159 0.061 -0.5 0.5 -2.0 0.36
H -2.064 -0.538 0.557 -0.8 -0.9 -0.2 0.39
H -1.655 0.005 2.128 0.4 0.1 -0.2 0.34
H 1.639 -1.770 1.088 0.9 0.0 1.0 0.40
H 1.521 -2.558 -0.552 -0.1 0.4 1.2 0.24
H 0.601 0.076 1.548 0.0 0.7 -1.4 0.29
H -0.033 2.170 -3.291 -0.1 -0.5 1.1 0.33
H -0.610 0.597 -2.508 0.2 0.7 -0.4 0.21
H -2.559 2.057 -2.080 -0.9 -0.1 1.2 0.31
H -1.504 2.713 -0.185 0.6 -0.1 0.4 -0.21
```
Positions in Å, forces in eV/Å.

## Properties
ΔE to the lowest compared entry with this formula, charge and spin (kJ/mol): 469.4
Structure (SMILES): C=C[Si@@H](CO)[C@H]1CCCCO1
E_LUMO (eV): 0.89

Record 3
An isolated molecule of C12H19P in a non-equilibrium geometry, computed with ωB97M-V with the def2-TZVPD basis set.

```
32
Properties=species:S:1:pos:R:3:forces:R:3:mulliken_charge:R:1
C 1.432 -2.335 1.598 0.0 -0.2 0.0 -1.02
C 0.522 -1.410 1.332 0.0 0.0 0.0 -0.51
C -0.062 1.586 2.497 0.6 -0.1 -0.5 0.26
C -2.066 -0.798 -2.109 0.1 -0.2 -0.1 -0.72
C -0.836 -0.238 -2.816 -0.2 0.2 0.0 -0.96
C -1.533 -1.112 -0.716 -0.1 0.1 -0.1 -1.13
C 1.365 0.588 -1.756 0.1 0.1 0.0 -1.19
C 1.711 -0.498 -0.744 0.0 0.1 0.1 -1.27
C -0.166 0.650 -1.758 0.1 0.1 -0.2 -0.01
C -0.617 0.080 -0.391 -0.3 -0.1 0.1 -0.03
C 0.661 -0.321 0.341 0.6 1.7 1.5 1.08
C -0.061 2.676 3.516 0.0 0.0 0.1 -1.23
P 1.286 1.269 1.568 -0.9 -1.3 -1.0 -0.25
H 1.276 -3.076 2.363 -0.1 -0.1 0.1 0.31
H 2.367 -2.391 1.064 0.2 0.0 -0.1 0.26
H -0.400 -1.397 1.901 -0.1 0.0 0.1 0.35
H -0.989 1.035 2.400 -0.1 -0.1 -0.1 0.32
H -2.843 -0.033 -2.049 -0.1 0.0 0.0 0.30
H -2.481 -1.673 -2.608 -0.1 0.0 0.0 0.42
H -0.171 -1.058 -3.094 0.1 -0.1 -0.1 0.27
H -1.090 0.320 -3.718 0.1 0.0 -0.1 0.40
H -2.326 -1.238 0.021 0.0 -0.1 0.1 0.36
H -0.947 -2.032 -0.747 0.0 -0.1 0.0 0.40
H 1.776 1.540 -1.410 0.0 0.0 -0.1 0.35
H 1.767 0.383 -2.749 0.1 0.1 0.0 0.47
H 1.595 -1.490 -1.189 0.0 -0.1 0.0 0.38
H 2.729 -0.406 -0.369 0.1 -0.1 0.0 0.57
H -0.506 1.680 -1.882 0.0 0.0 0.0 0.46
H -1.186 0.826 0.168 0.0 -0.1 0.0 0.37
H -0.264 2.275 4.509 0.0 0.0 0.1 0.29
H -0.841 3.407 3.291 0.0 0.0 0.0 0.29
H 0.899 3.190 3.536 0.0 0.1 0.1 0.40
```
Positions in Å, forces in eV/Å.

## Properties
ΔE to the lowest compared entry with this formula, charge and spin (kJ/mol): 10.1
Structure (SMILES): C=C[C@@]1(/P=C/C)CC[C@H]2CCC[C@H]21
E_LUMO (eV): 0.61